136
Properties=species:S:1:pos:R:3:forces:R:3:mulliken_charge:R:1 method="wB97M-V/def2-TZVPD" e_homo_ha=-0.1749 total_charge=-1 e_tot_ev=-101634.72801 e_lumo_ev=1.68 gap_ev=6.444
C -4.455 -1.835 -1.604 -0.12 0.49 -0.63 -1.0658
C -4.100 -3.300 -1.737 0.80 0.66 -0.99 0.8546
O -4.830 -4.102 -1.247 -1.43 -1.48 0.93 -0.5952
N -2.919 -3.731 -2.383 0.20 1.43 1.09 -0.0210
C -2.039 -2.578 -2.677 -0.07 -0.14 -0.07 -1.3081
C -2.277 -4.705 -1.441 0.04 -0.81 -1.00 -0.7943
C -0.830 -5.043 -1.760 0.17 -0.69 0.88 -0.3962
C -0.270 -5.904 -0.586 0.43 1.13 0.55 -0.3452
C 0.883 -5.130 0.147 -1.04 0.86 -0.81 -1.1079
Nb 0.133 -3.483 1.535 0.41 -1.50 1.40 -1.3904
C -0.541 -1.584 2.660 0.64 0.82 -1.31 -0.8876
C -1.028 -0.415 1.797 -0.29 0.18 0.62 -0.5575
O -0.273 -0.203 0.593 -0.35 0.05 0.30 -0.0444
C 0.995 0.282 0.839 0.77 -0.41 -0.72 -0.5235
C 1.202 1.697 0.280 -0.98 -0.35 1.26 1.0556
F 1.717 1.718 -0.948 0.59 -0.24 -0.77 -0.3646
F -0.007 2.294 0.186 -0.49 0.64 -0.11 -0.3627
C 2.050 2.638 1.184 0.36 -0.60 -1.48 0.5125
F 1.274 3.198 2.107 -0.38 0.01 1.12 -0.3466
F 2.467 3.644 0.400 0.22 0.67 -0.47 -0.3417
C 3.326 2.003 1.799 -0.31 0.64 1.08 0.6167
F 4.249 2.969 1.829 0.51 0.90 0.20 -0.3426
F 3.821 1.060 1.030 0.02 -1.21 -0.91 -0.2749
C 3.169 1.496 3.265 -0.29 0.42 0.47 0.4182
F 3.127 0.172 3.322 -0.15 -0.93 -0.32 -0.2304
F 4.250 1.881 3.962 0.63 0.27 0.32 -0.3143
C 1.406 -4.169 3.325 -0.89 0.40 0.05 -0.8908
C 0.657 -4.758 4.487 -0.31 0.88 -1.14 0.5258
O 1.184 -5.470 5.276 0.88 -1.71 1.36 -0.5932
N -0.753 -4.431 4.685 0.47 0.57 0.07 0.2467
C -1.503 -5.630 5.020 -0.18 0.08 -0.01 -1.0638
C -0.775 -3.477 5.802 0.30 -0.42 0.00 -1.1924
H -3.930 -1.360 -0.776 0.21 -0.18 0.09 0.0721
H -5.520 -1.753 -1.418 -0.08 -0.18 0.14 0.3626
H -4.237 -1.244 -2.491 0.05 -0.01 0.00 0.3703
H -2.544 -1.879 -3.336 -0.14 0.00 -0.03 0.4434
H -1.145 -2.878 -3.211 0.10 -0.27 0.11 0.3219
H -1.765 -2.076 -1.748 0.31 0.15 -0.11 0.4154
H -2.405 -4.402 -0.405 0.20 0.36 0.06 0.2212
H -2.839 -5.634 -1.533 -0.11 -0.03 0.03 0.3485
H -0.174 -4.179 -1.826 -0.16 0.16 -0.22 0.3458
H -0.775 -5.636 -2.671 0.04 0.25 -0.25 0.4714
H -1.070 -6.033 0.145 -0.10 -0.54 -0.09 0.5131
H 0.112 -6.859 -0.930 -0.14 -0.15 -0.05 0.0048
H 1.520 -4.752 -0.649 0.39 -0.08 0.16 0.3511
H 1.476 -5.797 0.785 -0.04 0.05 0.11 0.5618
H -1.329 -4.458 2.065 -0.44 -0.33 -0.31 0.0784
H -0.788 -2.800 0.120 0.02 0.21 -0.01 0.5427
H 1.610 -2.512 0.987 0.15 0.13 -0.14 0.0364
H 0.367 -1.226 3.171 0.03 -0.27 0.15 0.2849
H -1.256 -1.833 3.448 -0.18 -0.13 -0.16 0.3470
H -1.005 0.550 2.334 -0.06 -0.03 0.08 0.2746
H -2.063 -0.566 1.499 0.00 -0.12 -0.26 0.4712
H 1.284 0.260 1.892 -0.22 -0.04 0.07 -0.0528
H 1.694 -0.372 0.311 0.25 0.04 0.18 0.3113
H 2.302 1.898 3.788 -0.22 0.10 -0.24 0.1865
H 1.912 -3.285 3.729 0.17 0.05 -0.13 0.2583
H 2.147 -4.908 3.026 0.30 0.14 0.13 0.5056
H -1.382 -6.382 4.245 -0.05 0.07 -0.21 0.2807
H -2.554 -5.343 5.074 -0.07 -0.15 0.06 0.3695
H -1.183 -6.091 5.963 -0.03 0.13 0.09 0.3507
H 0.025 -2.748 5.672 -0.13 0.18 -0.12 0.3062
H -1.730 -2.961 5.882 -0.10 -0.05 -0.05 0.3055
H -0.546 -4.025 6.729 -0.16 0.21 0.18 0.4726
O 1.612 -8.924 -2.266 -0.08 0.15 -0.01 -0.5726
C 0.633 -8.962 -2.954 0.02 -0.20 0.21 0.4135
O -0.318 -7.998 -2.958 0.23 -0.36 -0.21 -0.0463
C -1.412 -8.391 -3.801 -0.20 0.06 -0.13 -0.4693
C -0.832 -9.420 -4.758 0.00 -0.18 -0.12 -0.5543
C 0.238 -10.082 -3.899 -0.20 0.29 -0.41 -0.5767
H -2.202 -8.806 -3.170 0.02 0.00 0.01 0.2720
H -1.798 -7.515 -4.317 0.06 0.12 0.18 0.3297
H -1.577 -10.111 -5.151 -0.04 0.04 0.06 0.3321
H -0.363 -8.916 -5.604 -0.03 0.02 0.02 0.2767
H -0.162 -10.911 -3.313 0.10 -0.02 0.04 0.2683
H 1.092 -10.412 -4.485 0.09 -0.13 0.23 0.2902
O -0.895 8.293 5.712 -0.17 -0.04 -0.21 -0.6016
C -0.246 7.551 5.031 0.15 0.05 0.41 0.4509
O -0.793 6.558 4.289 0.02 0.14 0.02 -0.3752
C 0.246 5.778 3.670 0.14 -0.12 -0.18 -0.1966
C 1.460 6.692 3.634 0.19 0.03 0.05 -0.5196
C 1.262 7.535 4.889 0.02 -0.12 -0.57 0.0110
H 0.416 4.884 4.273 -0.02 0.02 0.02 0.1386
H -0.074 5.474 2.676 -0.20 0.00 0.09 0.3038
H 2.405 6.152 3.607 -0.05 -0.06 0.00 0.3880
H 1.415 7.332 2.750 0.00 -0.03 0.00 0.2455
H 1.697 7.062 5.771 -0.04 0.09 0.06 0.2783
H 1.650 8.541 4.768 0.00 0.02 0.30 -0.0780
O -0.936 4.915 -5.843 -0.18 -0.17 0.04 -0.6034
C -0.865 4.827 -4.650 0.04 0.33 -0.20 0.4217
O -1.738 4.105 -3.911 0.05 0.05 -0.09 -0.2652
C -1.462 4.284 -2.506 0.03 -0.09 0.33 -0.3821
C -0.011 4.731 -2.443 0.17 0.07 0.03 -0.2508
C 0.140 5.511 -3.745 0.07 -0.42 0.38 -0.4753
H -2.149 5.037 -2.112 -0.01 0.01 -0.06 0.2506
H -1.631 3.347 -1.982 -0.11 -0.05 -0.16 0.2463
H 0.221 5.308 -1.549 -0.07 -0.02 0.01 0.3862
H 0.645 3.859 -2.458 -0.04 0.00 0.05 0.0928
H -0.147 6.558 -3.631 0.03 0.02 -0.11 0.2711
H 1.143 5.436 -4.156 -0.07 0.19 -0.18 0.3076
O 4.371 11.229 4.149 -0.15 -0.19 0.11 -0.5789
C 3.238 11.558 3.964 0.36 0.12 -0.24 0.3946
O 2.194 10.689 4.006 0.07 0.15 0.01 -0.2730
C 0.977 11.364 3.636 -0.29 0.03 0.02 -0.3571
C 1.245 12.838 3.893 0.02 0.20 -0.04 -0.5742
C 2.739 12.946 3.611 -0.50 -0.02 0.30 -0.3818
H 0.772 11.155 2.583 0.04 0.01 0.00 0.2471
H 0.156 10.980 4.238 0.12 -0.19 0.02 0.3208
H 0.628 13.498 3.285 -0.01 -0.07 -0.03 0.3383
H 1.052 13.071 4.942 -0.03 -0.03 -0.02 0.2795
H 2.945 13.134 2.556 0.11 0.01 0.03 0.2523
H 3.222 13.698 4.229 0.23 -0.03 -0.16 0.2848
O -6.067 3.728 -3.287 -0.09 0.29 0.05 -0.5801
C -5.906 4.256 -4.347 0.01 -0.49 0.02 0.5147
O -6.520 5.419 -4.697 0.06 0.01 0.05 -0.3725
C -6.215 5.742 -6.063 0.06 0.06 -0.17 -0.4351
C -4.927 4.995 -6.372 0.11 -0.08 -0.10 -0.3479
C -5.061 3.752 -5.500 0.24 0.49 -0.18 -0.2474
H -7.048 5.415 -6.690 0.00 -0.02 0.02 0.2363
H -6.105 6.820 -6.160 -0.11 0.01 0.15 0.3441
H -4.799 4.781 -7.432 -0.05 0.03 0.01 0.3623
H -4.068 5.582 -6.043 0.00 -0.02 -0.03 0.1053
H -5.600 2.952 -6.009 0.01 -0.07 0.10 0.2899
H -4.095 3.397 -5.150 -0.13 -0.21 0.11 0.1373
O 3.013 -5.832 -2.355 0.13 0.19 0.05 -0.5121
C 4.060 -6.356 -2.133 -0.25 -0.04 -0.36 0.5114
O 4.991 -5.839 -1.282 -0.03 -0.06 0.01 -0.3648
C 6.179 -6.640 -1.311 0.09 -0.07 0.06 -0.4658
C 5.732 -8.003 -1.819 0.04 -0.17 -0.14 -0.6268
C 4.585 -7.635 -2.754 0.29 -0.28 0.43 -0.0438
H 6.902 -6.165 -1.979 -0.01 -0.01 -0.02 0.2560
H 6.603 -6.688 -0.310 -0.09 0.16 0.03 0.3392
H 6.533 -8.567 -2.298 0.04 0.07 0.01 0.3335
H 5.351 -8.600 -0.989 0.00 0.03 0.00 0.2858
H 4.934 -7.417 -3.765 -0.07 0.03 -0.02 0.2865
H 3.811 -8.397 -2.776 -0.13 0.19 -0.16 0.0259

---

7
Properties=species:S:1:pos:R:3:forces:R:3:mulliken_charge:R:1 method="wB97M-V/def2-TZVPD" de_lowest_kj_mol=84.3 smiles="O=P([O-])([O-])N(Cl)Cl" e_homo_ha=0.0005 total_charge=-2 e_tot_ev=-41966.30575 e_lumo_ev=6.16 gap_ev=6.151
N 0.272 -0.738 -0.846 -0.39 0.93 -0.21 -0.2326
O -0.742 1.758 -0.460 -0.16 -0.28 0.37 -0.7505
O 0.392 0.627 1.627 -1.09 0.36 -1.42 -0.7538
O -1.874 -0.274 0.780 1.20 0.85 -0.75 -0.7437
P -0.629 0.577 0.472 0.23 -0.25 1.18 0.9150
Cl 0.865 -1.860 0.277 0.84 -1.40 0.15 -0.1626
Cl 1.715 -0.089 -1.850 -0.63 -0.20 0.69 -0.2719

---

10
Properties=species:S:1:pos:R:3:forces:R:3:mulliken_charge:R:1 method="wB97M-V/def2-TZVPD" de_lowest_kj_mol=195.1 smiles="NCC(=O)O" e_homo_ha=-0.3686 e_tot_ev=-7738.72890 e_lumo_ev=0.46 gap_ev=10.491
C 0.046 -0.527 0.190 -4.21 -4.44 -1.11 -0.2543
C -1.352 0.251 0.024 3.32 -1.06 -0.58 0.4339
H 1.676 -0.213 -0.961 -1.60 1.44 0.14 0.2967
H 1.830 -0.120 0.504 -0.98 2.50 -1.00 0.3043
H 0.049 -0.946 1.263 0.35 0.89 -1.55 0.2480
H -0.080 -1.517 -0.529 0.35 2.37 1.87 0.2511
H 0.019 1.518 -0.151 1.15 0.05 0.06 0.4581
N 1.122 0.327 -0.220 5.36 -3.91 1.47 -0.6975
O -0.914 1.546 0.066 -4.64 0.13 -0.07 -0.5144
O -2.397 -0.319 -0.187 0.90 2.03 0.77 -0.5259

---

81
Properties=species:S:1:pos:R:3:forces:R:3:mulliken_charge:R:1 method="wB97M-V/def2-TZVPD" de_lowest_kj_mol=349.5 smiles=CCO.CCO.CCO.CCO.CCO.CCO.CCO.CCO.CCO e_homo_ha=-0.3455 e_tot_ev=-37966.24356 e_lumo_ev=0.49 gap_ev=9.889
C 0.660 0.135 0.894 0.96 1.18 0.71 -0.8666
C -0.430 -0.651 0.316 -0.11 -0.59 -0.35 -0.2033
O -0.792 -0.244 -0.984 0.45 0.60 0.21 -0.0233
H 0.391 1.174 1.081 -0.11 0.06 -0.01 0.0478
H 1.577 0.142 0.305 -0.02 -0.18 -0.12 0.1973
H 0.875 -0.324 1.858 0.31 0.16 0.09 0.1424
H -1.268 -0.584 1.010 -0.37 -0.34 -0.08 0.3391
H -0.015 -1.658 0.281 -0.53 -0.58 -0.03 0.1984
H -1.601 -0.711 -1.206 -0.44 -0.33 -0.23 0.1997
C -4.382 -3.599 -1.582 0.13 -0.66 0.16 -1.3097
C -3.307 -2.924 -0.752 -0.25 0.13 -0.39 -0.0761
O -2.988 -1.682 -1.380 0.17 0.02 0.06 -0.4240
H -5.301 -3.019 -1.664 -0.05 0.05 0.35 0.3935
H -4.588 -4.578 -1.148 -0.34 -0.02 0.01 0.3878
H -4.066 -3.780 -2.610 0.34 0.09 0.04 0.2683
H -2.403 -3.529 -0.693 0.11 0.11 -0.33 0.1950
H -3.591 -2.740 0.284 -0.31 -0.04 0.07 0.2820
H -3.806 -1.181 -1.422 -0.09 0.24 -0.06 0.1842
C 4.439 1.588 0.392 0.80 -0.52 1.45 -0.3615
C 5.062 0.623 -0.593 -0.28 0.72 -0.16 -0.5853
O 4.932 1.251 -1.846 -0.33 -0.41 -1.34 -0.5245
H 4.665 1.228 1.395 -0.22 -0.07 0.36 0.2923
H 3.356 1.686 0.321 0.10 -0.09 -0.34 -0.1577
H 4.907 2.572 0.350 -0.03 0.01 -0.41 0.3856
H 4.550 -0.340 -0.609 -0.03 -0.11 0.26 0.3464
H 6.130 0.432 -0.493 0.01 0.08 0.74 0.2970
H 4.278 0.716 -2.304 -0.05 0.41 -0.54 0.3189
C -0.872 -3.903 2.560 -0.13 0.08 0.40 -0.9498
C -1.171 -2.670 3.465 -1.00 -1.56 -1.52 0.2737
O -2.543 -2.332 3.144 0.51 0.85 0.32 -0.5369
H -1.148 -3.648 1.537 0.53 0.29 -0.11 0.0730
H -1.543 -4.739 2.756 -0.18 -0.02 0.57 0.4189
H 0.129 -4.329 2.631 0.15 0.35 -0.11 0.3489
H -0.535 -1.844 3.146 -0.21 0.12 0.26 -0.2225
H -1.074 -2.882 4.530 0.20 0.07 -0.01 0.2991
H -3.101 -3.103 3.270 0.14 -0.14 0.14 0.3053
C 0.059 1.980 -5.242 0.11 0.08 -0.37 -1.5184
C -0.630 1.362 -4.062 0.99 -0.77 0.64 0.5459
O 0.331 1.237 -2.989 -0.16 0.87 -1.06 -0.4647
H 0.422 2.973 -4.976 0.03 0.03 -0.19 0.3688
H -0.623 2.030 -6.091 -0.19 0.29 0.04 0.3869
H 0.888 1.374 -5.608 0.17 -0.03 0.33 0.3304
H -0.943 0.354 -4.331 -0.39 -0.02 -0.03 -0.0870
H -1.499 1.961 -3.788 -0.07 0.03 0.22 0.0740
H -0.082 0.870 -2.204 -0.33 -0.39 0.27 0.4249
C -0.981 -2.430 -4.383 0.04 -1.17 -0.38 -0.8099
C -0.363 -3.553 -3.543 -0.82 0.16 0.74 -0.1160
O 0.605 -4.314 -4.257 -0.05 0.55 -0.02 -0.5369
H -0.191 -1.870 -4.883 -0.11 0.18 0.13 0.2831
H -1.672 -1.791 -3.835 0.44 0.02 0.37 0.1229
H -1.608 -2.903 -5.139 0.14 0.04 -0.35 0.3975
H -1.121 -4.249 -3.181 -0.60 -0.06 -0.30 0.1736
H -0.011 -3.149 -2.594 0.81 0.31 -0.05 0.1915
H 0.748 -5.115 -3.746 0.14 -0.05 -0.08 0.3164
C -2.634 2.523 0.158 -0.21 0.65 0.04 -0.2549
C -3.193 2.915 -1.201 1.07 -0.17 -0.21 -0.0160
O -4.563 2.690 -1.197 -1.45 -0.56 -0.52 -0.5554
H -1.662 2.970 0.368 0.03 -0.10 0.02 -0.0248
H -2.596 1.444 0.305 0.08 0.04 -0.23 -0.0955
H -3.384 2.909 0.848 0.30 0.07 0.50 0.4344
H -2.727 2.320 -1.986 -0.24 -0.24 -0.06 -0.2573
H -3.031 3.943 -1.527 0.48 0.28 0.48 0.3793
H -4.992 3.419 -0.743 -0.04 -0.03 0.03 0.3265
C 2.963 0.563 5.990 -0.62 0.13 -0.05 -1.1232
C 1.938 0.196 4.887 1.10 0.60 1.37 -0.1116
O 2.613 0.258 3.677 0.07 -0.58 -1.17 -0.4442
H 3.843 -0.077 6.040 -0.39 -0.53 0.03 0.3135
H 2.434 0.630 6.941 0.31 -0.10 0.28 0.3655
H 3.409 1.534 5.777 -0.34 0.30 -0.07 0.2352
H 1.127 0.924 4.925 -0.21 0.02 -0.01 0.3015
H 1.509 -0.793 5.053 0.09 -0.14 -0.10 0.2385
H 2.460 1.126 3.298 -0.04 0.23 -0.34 0.3496
C 1.176 3.991 1.240 0.28 0.24 0.19 -0.8447
C 2.453 4.064 2.054 -0.64 1.25 -0.32 -0.4243
O 2.440 3.005 2.969 0.48 -0.73 0.55 -0.5036
H 0.348 3.864 1.938 -0.03 -0.44 0.00 0.2437
H 1.254 3.169 0.529 -0.38 0.16 -0.09 0.0731
H 0.949 4.945 0.764 0.32 -0.11 -0.40 0.5000
H 2.451 4.995 2.621 0.00 0.29 0.06 0.3796
H 3.370 4.075 1.466 -0.08 -0.22 -0.33 0.2437
H 3.287 3.078 3.415 0.09 -0.33 0.38 0.2350

---

For each record above, in turn, the calculated molar mass values are 1085.895, 163.884, 75.067, 414.621 g mol⁻¹.